{"formula": "C39H100N4O13", "method": "wB97M-V/def2-TZVPD", "species": ["C", "O", "C", "C", "N", "C", "C", "O", "C", "H", "H", "H", "H", "H", "H", "H", "H", "H", "H", "H", "H", "H", "H", "H", "C", "O", "C", "C", "N", "C", "C", "O", "C", "H", "H", "H", "H", "H", "H", "H", "H", "H", "H", "H", "H", "H", "H", "H", "C", "O", "C", "C", "N", "C", "C", "O", "C", "H", "H", "H", "H", "H", "H", "H", "H", "H", "H", "H", "H", "H", "H", "H", "C", "O", "C", "C", "N", "C", "C", "O", "C", "H", "H", "H", "H", "H", "H", "H", "H", "H", "H", "H", "H", "H", "H", "H", "C", "C", "C", "O", "H", "H", "H", "H", "H", "H", "H", "H", "C", "C", "C", "O", "H", "H", "H", "H", "H", "H", "H", "H", "C", "C", "C", "O", "H", "H", "H", "H", "H", "H", "H", "H", "C", "C", "C", "O", "H", "H", "H", "H", "H", "H", "H", "H", "C", "C", "C", "O", "H", "H", "H", "H", "H", "H", "H", "H"], "xyz": [[1.7589, -5.0934, 1.1726], [1.9308, -4.8580, 2.5508], [0.9857, -3.9396, 3.0560], [1.5073, -2.5139, 2.9945], [2.8163, -2.4336, 3.6336], [3.4877, -1.1561, 3.4129], [3.8881, -0.8687, 1.9757], [4.5354, -2.0062, 1.4617], [4.8807, -1.8355, 0.1052], [2.5767, -5.6794, 0.7565], [1.6960, -4.1753, 0.5720], [0.8253, -5.6493, 1.0142], [0.7841, -4.2167, 4.0959], [0.0126, -4.0130, 2.5535], [0.7464, -1.8538, 3.4203], [1.5878, -2.2458, 1.9288], [3.3663, -3.1674, 3.2003], [4.3971, -1.2264, 4.0215], [2.9363, -0.3252, 3.8590], [4.5205, 0.0291, 1.9194], [3.0124, -0.5884, 1.3730], [5.2591, -0.8194, -0.0668], [4.0403, -1.9540, -0.5893], [5.6469, -2.5647, -0.1503], [0.9711, 2.3540, -4.6691], [1.7658, 1.4673, -3.9270], [2.5746, 0.6547, -4.7586], [3.2623, -0.3697, -3.8727], [4.3401, -0.9895, -4.6476], [5.1156, -1.9962, -3.9333], [4.3727, -3.3127, -3.8126], [3.3936, -3.2230, -2.8050], [2.3845, -4.1907, -2.9186], [0.0856, 1.8237, -5.0560], [1.4685, 2.8101, -5.5306], [0.5690, 3.1324, -4.0304], [3.3241, 1.2814, -5.2568], [1.9382, 0.1396, -5.4872], [2.5539, -1.1328, -3.5608], [3.6453, 0.1360, -2.9745], [4.9553, -0.2519, -4.9683], [5.3843, -1.6671, -2.9164], [6.0514, -2.1712, -4.4645], [5.0901, -4.1103, -3.5642], [3.9481, -3.5866, -4.7867], [2.6944, -5.1765, -2.5559], [2.1303, -4.3195, -3.9816], [1.4499, -3.8788, -2.4509], [-2.4125, -5.4454, 2.6081], [-1.9555, -5.2453, 1.2913], [-2.4473, -4.0377, 0.7374], [-1.9964, -4.0084, -0.7131], [-2.4665, -2.8593, -1.4854], [-3.9233, -2.8092, -1.6961], [-4.4082, -1.3676, -1.8538], [-5.8185, -1.4089, -1.7097], [-6.3637, -0.0965, -1.7685], [-2.3782, -4.5008, 3.1606], [-1.7779, -6.1979, 3.0779], [-3.4288, -5.8536, 2.6838], [-2.0379, -3.1922, 1.3043], [-3.5423, -4.0152, 0.7754], [-2.2138, -4.9747, -1.1888], [-0.9011, -3.9373, -0.6924], [-2.0548, -2.9984, -2.4118], [-4.4411, -3.2389, -0.8419], [-4.2338, -3.3408, -2.6028], [-4.1618, -0.9636, -2.8435], [-3.9310, -0.7326, -1.0990], [-5.9969, 0.4066, -2.6660], [-6.0739, 0.4693, -0.8759], [-7.4476, -0.1811, -1.7539], [1.6448, 9.5579, -2.0088], [1.0394, 8.4666, -1.3631], [-0.3485, 8.4464, -1.5169], [-0.9320, 7.2796, -0.7448], [-0.4579, 6.0316, -1.3146], [-0.7310, 4.8446, -0.5128], [0.1339, 3.7043, -1.0165], [1.4505, 3.9194, -0.5256], [2.3399, 2.8932, -0.9398], [1.0468, 10.4702, -1.8969], [1.8141, 9.3745, -3.0746], [2.6022, 9.7849, -1.5389], [-0.6422, 8.3050, -2.5705], [-0.8822, 9.3673, -1.2397], [-2.0258, 7.3215, -0.7609], [-0.6695, 7.3182, 0.3275], [0.5279, 6.1127, -1.5263], [-1.7957, 4.6053, -0.5346], [-0.4530, 5.0622, 0.5280], [0.1769, 3.6769, -2.1029], [-0.2860, 2.7638, -0.6357], [3.2182, 3.0009, -0.2980], [2.7085, 3.0399, -1.9586], [1.9082, 1.9008, -0.8047], [-2.0461, -2.2083, 4.7914], [-2.2770, -1.1196, 5.8346], [-2.0263, -1.6518, 7.2465], [-1.3733, -0.0504, 5.6001], [-2.1302, -1.7236, 3.8108], [-2.7499, -3.0373, 4.8379], [-1.0219, -2.5831, 4.8439], [-3.3203, -0.8053, 5.8084], [-2.6879, -2.4711, 7.5303], [-2.1349, -0.8298, 7.9568], [-1.0091, -2.0414, 7.3587], [-0.5227, -0.1853, 6.0254], [0.2070, -2.5850, -5.8573], [-0.4558, -2.1854, -4.5518], [-1.3884, -1.0007, -4.6792], [-1.2036, -3.3076, -4.0238], [0.5820, -1.6981, -6.3776], [-0.4598, -3.0941, -6.5551], [1.1154, -3.1801, -5.7306], [0.3164, -1.9859, -3.8015], [-1.5121, -0.5147, -3.7095], [-2.3788, -1.2963, -5.0321], [-1.0333, -0.2608, -5.3968], [-0.8158, -4.1206, -4.3601], [0.6271, -0.8058, -0.8448], [-0.3063, -0.8117, 0.3525], [0.0993, 0.2128, 1.4004], [-1.6407, -0.5461, -0.0189], [0.4630, 0.1182, -1.4068], [0.4359, -1.6580, -1.5049], [1.6887, -0.8498, -0.5885], [-0.2438, -1.7912, 0.8544], [-0.5718, 0.2026, 2.2620], [0.1410, 1.2148, 0.9714], [1.0626, -0.0034, 1.8646], [-1.9651, -1.3191, -0.5228], [-4.5996, 1.1871, 3.3427], [-3.2279, 1.1966, 2.6828], [-3.2373, 2.0172, 1.4245], [-2.2544, 1.7362, 3.5958], [-4.9299, 2.2243, 3.4477], [-4.6127, 0.7752, 4.3546], [-5.3353, 0.6250, 2.7640], [-2.9217, 0.1633, 2.4803], [-3.8602, 1.5730, 0.6441], [-2.2611, 2.0880, 0.9384], [-3.5669, 3.0454, 1.5900], [-2.0428, 1.0217, 4.2176], [1.2528, 4.8860, 2.9078], [0.3458, 3.6843, 3.0517], [0.8321, 2.7854, 4.2007], [-0.9479, 4.1942, 3.3812], [2.2024, 4.5892, 2.4482], [1.4482, 5.3927, 3.8518], [0.8832, 5.6141, 2.1821], [0.3457, 3.1072, 2.1235], [0.6796, 1.7205, 4.0074], [0.2900, 3.0098, 5.1231], [1.8822, 2.9369, 4.4679], [-1.4696, 3.4133, 3.6367]], "atomic_forces_ev_per_a": [[-0.6, -0.1, -0.5], [0.2, -0.1, -0.2], [-0.3, 0.2, 0.6], [0.2, -0.4, -0.7], [-0.9, 0.4, 0.0], [0.8, -0.5, 0.6], [-0.6, 0.5, 0.1], [0.0, 0.1, -0.2], [0.0, 0.3, -0.3], [0.2, 0.0, 0.4], [0.1, 0.1, 0.2], [0.0, 0.0, -0.1], [0.3, 0.0, 0.0], [0.2, -0.1, -0.3], [0.3, 0.2, 0.3], [-0.1, 0.1, 0.0], [0.2, 0.0, 0.2], [0.1, 0.1, -0.2], [-0.3, 0.0, -0.3], [0.3, -0.2, 0.2], [-0.1, -0.3, -0.1], [0.3, -0.1, 0.0], [-0.2, -0.2, 0.2], [0.0, 0.0, 0.0], [-1.0, -0.3, -0.4], [0.3, 0.2, 0.0], [-0.3, -0.1, 0.7], [0.4, 0.1, -0.3], [-0.1, 0.0, 0.0], [-0.3, 0.1, 0.3], [0.7, -0.3, -0.1], [-0.5, 0.2, 0.2], [-0.2, -0.4, -0.9], [0.1, 0.0, -0.1], [0.3, 0.0, 0.2], [0.3, 0.1, 0.2], [-0.1, 0.0, -0.2], [0.2, 0.1, -0.2], [0.0, 0.0, 0.1], [-0.1, 0.0, 0.1], [0.1, -0.1, 0.0], [0.0, 0.0, 0.0], [-0.1, 0.0, -0.1], [0.0, 0.0, 0.1], [-0.2, 0.2, 0.1], [0.0, 0.1, 0.2], [0.0, -0.1, 0.0], [0.3, 0.2, 0.4], [0.0, -0.2, 0.3], [-0.2, -0.1, 0.0], [-0.1, -0.3, -0.3], [0.7, 0.0, 0.1], [-0.4, -0.3, -0.2], [0.1, 0.4, -0.2], [-0.2, -0.5, 0.2], [0.0, 0.5, 0.0], [0.2, -0.5, 0.4], [0.1, -0.1, 0.2], [0.2, 0.2, 0.0], [-0.1, 0.2, -0.4], [-0.1, 0.2, -0.1], [0.0, 0.0, 0.3], [-0.3, 0.0, 0.1], [0.0, -0.1, -0.1], [0.1, 0.4, 0.4], [-0.1, 0.0, 0.0], [0.1, -0.3, 0.2], [0.2, 0.0, 0.0], [-0.2, 0.1, 0.1], [-0.2, 0.2, 0.0], [0.1, 0.1, -0.1], [0.0, 0.0, -0.2], [0.1, 0.5, 0.0], [0.2, 0.3, 0.3], [-1.4, -0.4, -0.4], [0.4, -0.4, 0.4], [-0.5, 0.0, -0.6], [0.7, 0.7, -0.2], [-0.2, 0.2, 0.7], [-0.1, -0.5, -0.1], [0.6, 0.7, 0.5], [-0.1, -0.1, -0.1], [-0.1, -0.1, 0.0], [0.0, -0.3, 0.0], [0.3, -0.1, -0.1], [0.6, 0.2, 0.4], [0.0, 0.0, -0.3], [0.1, 0.4, -0.1], [0.1, -0.1, 0.3], [0.0, -0.1, -0.1], [-0.2, -0.4, 0.1], [-0.3, 0.0, -0.2], [0.2, -0.1, -0.1], [-0.1, -0.2, 0.1], [-0.4, -0.2, -0.2], [0.0, -0.1, -0.1], [0.1, 0.7, -0.6], [0.8, -1.8, 1.1], [0.1, 0.1, 0.2], [-0.7, 0.7, -0.5], [-0.1, -0.2, -0.1], [-0.1, 0.1, 0.2], [0.0, -0.1, 0.2], [0.2, 0.7, -0.3], [-0.2, 0.1, -0.1], [-0.1, -0.1, 0.1], [0.0, 0.1, -0.2], [0.0, -0.3, 0.1], [0.6, 0.5, -0.5], [0.2, -0.7, -0.1], [-0.4, 0.2, 0.2], [-0.1, 0.1, -0.2], [-0.2, 0.1, 0.1], [-0.2, 0.0, 0.2], [-0.2, -0.3, 0.3], [0.1, 0.3, -0.2], [-0.1, 0.0, 0.0], [0.1, -0.2, 0.0], [0.3, 0.0, 0.1], [0.0, 0.0, 0.0], [0.0, 0.1, -0.4], [0.5, -0.1, 0.8], [0.1, 0.0, 0.3], [-0.1, 0.1, 0.1], [0.0, -0.1, -0.1], [-0.1, 0.1, 0.0], [0.0, 0.0, 0.2], [-0.1, -0.1, -0.2], [-0.3, 0.2, -0.3], [-0.1, 0.0, 0.1], [0.2, 0.0, -0.4], [0.0, -0.1, -0.3], [-0.3, 0.3, 0.2], [0.1, -0.3, 0.6], [0.3, 0.3, -0.9], [-0.3, -0.3, -0.2], [-0.1, -0.1, -0.1], [0.3, -0.2, -0.1], [0.0, 0.1, -0.1], [-0.1, 0.1, -0.3], [-0.3, -0.1, 0.3], [0.2, -0.2, 0.4], [-0.1, -0.1, 0.2], [0.3, 0.4, 0.2], [0.6, 0.2, -0.9], [0.1, 0.5, 1.1], [0.2, -0.3, 0.4], [0.1, -0.4, -0.3], [0.1, -0.2, 0.3], [-0.1, -0.1, 0.1], [-0.4, 0.0, 0.2], [-0.2, 0.1, -0.1], [0.0, 0.0, -0.1], [-0.2, 0.2, -0.1], [0.1, 0.0, -0.4], [-0.2, 0.2, -0.2]], "max_force_ev_per_a": 2.213, "lumo_energy_ev": 0.44, "de_lowest_kcal_mol": 0.00, "smiles": "COCCNCCOC.COCCNCCOC.COCCNCCOC.COCCNCCOC.CC(C)O.CC(C)O.CC(C)O.CC(C)O.CC(C)O"}